# 1
Formula: C31H27BF8O2S
Source: the OMol25 dataset
Level of theory: wB97M-V/def2-TZVPD

Structure (ORCA input):
```
! wB97M-V def2-TZVPD RIJCOSX def2/J DEFGRID3
* xyz 0 1
C -4.27 4.10 -0.97
C -3.04 3.36 -1.24
C -2.81 2.52 -2.32
C -1.47 2.07 -2.39
C -0.80 2.34 -1.19
B -0.91 -1.87 1.15
C 0.51 1.97 -0.79
C 0.99 2.55 0.40
C 2.28 3.01 0.38
C 2.71 3.87 1.52
F 3.33 5.01 1.09
F 1.67 4.24 2.33
F 3.59 3.20 2.34
C 3.16 2.69 -0.67
C 2.71 1.85 -1.69
C 3.58 1.40 -2.83
F 4.09 0.13 -2.59
F 2.87 1.26 -4.00
F 4.64 2.20 -3.05
C 1.40 1.41 -1.71
O -1.62 -1.32 2.16
C -3.00 -0.90 1.95
C -3.73 -1.55 0.72
C -4.28 -2.91 1.17
C -4.81 -0.59 0.25
C -2.78 -1.83 -0.47
O -1.49 -2.24 -0.04
S -1.73 3.41 -0.15
H -4.77 4.31 -1.93
H -4.96 3.55 -0.30
H -4.03 5.04 -0.43
H -3.57 2.25 -3.04
H -1.00 1.55 -3.20
H 0.32 2.81 1.21
H 4.16 3.13 -0.69
H 1.05 0.80 -2.53
H -3.51 -1.19 2.87
H -2.98 0.20 1.90
H -4.85 -3.36 0.35
H -3.44 -3.57 1.43
H -4.93 -2.78 2.04
H -5.37 -1.02 -0.60
H -5.50 -0.34 1.07
H -4.33 0.34 -0.10
H -3.17 -2.65 -1.10
H -2.70 -0.98 -1.15
F 2.11 -5.61 -2.96
C 1.81 -4.56 -2.13
C 0.80 -4.76 -1.18
C 0.57 -3.74 -0.29
C 1.23 -2.49 -0.33
C 0.82 -1.56 0.79
C 1.86 -0.73 1.49
C 1.67 -0.64 2.89
C 2.70 -0.32 3.77
C 3.93 0.05 3.22
F 4.93 0.45 4.08
C 4.11 0.17 1.84
C 3.10 -0.31 1.00
C 2.25 -2.34 -1.29
C 2.52 -3.37 -2.21
H 0.20 -5.67 -1.10
H -0.17 -3.95 0.49
H 0.63 -2.33 1.61
H 0.71 -0.94 3.28
H 2.55 -0.36 4.84
H 5.04 0.60 1.46
H 3.33 -0.34 -0.06
H 2.82 -1.41 -1.38
H 3.29 -3.25 -2.98
*
```

The value obtained for the relative energy (zero: lowest compared OMol25 entry of this formula, charge and spin) is 79.3 kJ/mol. The LUMO energy is -0.5 eV. As for the HOMO-LUMO gap: 7.098 eV. As for the SMILES: CC1(C)COB(C(c2ccc(F)cc2)c2ccc(F)cc2)OC1.Cc1ccc(-c2cc(C(F)(F)F)cc(C(F)(F)F)c2)s1.

Atomic partial charges in e from the Mulliken method, atoms 1 to 6: atom 1 (C): -1.23, atom 2 (C): 0.78, atom 3 (C): -0.73, atom 4 (C): -0.88, atom 5 (C): 0.23, atom 6 (B): 1.02

# 2
Formula: C3H5AgO3
Source: the OMol25 dataset
Level of theory: wB97M-V/def2-TZVPD

Structure (ORCA input):
```
! wB97M-V def2-TZVPD RIJCOSX def2/J DEFGRID3
* xyz 1 2
O -1.06 0.98 1.13
C 1.18 -0.67 1.69
C -1.73 0.24 2.09
O 2.24 -0.11 1.86
O 0.31 -0.93 2.65
C -1.07 -1.11 2.28
H -2.79 0.05 1.83
H -1.72 0.78 3.06
H -1.11 -1.68 1.35
H -1.53 -1.67 3.11
H 0.85 -0.91 0.61
Ag -1.03 1.30 -0.75
*
```

The value obtained for the relative energy (zero: lowest compared OMol25 entry of this formula, charge and spin) is 82.3 kJ/mol. The LUMO energy (spin up / spin down) is -6.3 / -8.5 eV. As for the HOMO-LUMO gap (spin up / spin down): 7.759 / 5.491 eV.

Atomic partial charges in e from the Mulliken method, atoms 1 to 6: atom 1 (O): -0.49, atom 2 (C): 0.33, atom 3 (C): -0.20, atom 4 (O): -0.45, atom 5 (O): -0.34, atom 6 (C): -0.49

# 3
Formula: C24H60Cl4N4O
Source: the OMol25 dataset
Level of theory: wB97M-V/def2-TZVPD

Structure (ORCA input):
```
! wB97M-V def2-TZVPD RIJCOSX def2/J DEFGRID3
* xyz 1 2
N 1.14 -0.61 -2.00
H 0.65 -0.92 -1.17
H 1.51 -1.44 -2.42
H 1.93 -0.07 -1.69
H 0.38 -0.13 -2.47
C -1.48 -3.63 -4.13
C -1.89 -2.36 -3.42
N -3.39 -2.51 -2.89
C -3.26 -3.49 -1.68
C -3.80 -1.12 -2.32
C -5.01 -1.20 -1.43
C -4.38 -3.07 -3.97
C -4.26 -2.36 -5.30
O -4.85 -1.08 -5.18
C -5.57 -0.61 -6.42
H -2.04 -3.67 -5.07
H -1.58 -4.61 -3.67
H -0.44 -3.52 -4.43
H -1.98 -1.45 -4.02
H -1.27 -2.18 -2.55
H -2.81 -4.45 -1.93
H -4.28 -3.82 -1.51
H -2.97 -3.14 -0.69
H -3.98 -0.30 -3.02
H -2.93 -0.85 -1.72
H -5.84 -1.53 -2.06
H -5.27 -0.15 -1.31
H -4.99 -1.79 -0.51
H -5.32 -3.01 -3.42
H -4.08 -4.12 -3.95
H -4.77 -3.01 -6.01
H -3.36 -2.20 -5.89
H -6.53 -1.12 -6.37
H -4.95 -0.87 -7.28
H -5.63 0.48 -6.38
C 0.12 7.37 0.45
C 0.74 6.09 0.95
C 0.17 4.82 0.22
N 0.38 3.59 1.17
C 1.84 3.23 1.51
C -0.37 2.33 0.62
C -1.08 1.61 1.79
C -0.93 2.49 2.99
C -0.47 3.82 2.53
H 0.35 7.61 -0.59
H 0.48 8.26 0.96
H -0.94 7.21 0.63
H 0.82 5.87 2.01
H 1.81 6.08 0.72
H 0.83 4.53 -0.60
H -0.87 4.74 -0.10
H 2.55 3.27 0.69
H 1.71 2.24 1.94
H 2.30 3.89 2.25
H 0.25 1.77 -0.08
H -1.23 2.45 -0.04
H -0.70 0.62 2.05
H -2.11 1.38 1.54
H -0.31 1.98 3.72
H -1.95 2.54 3.37
H 0.20 4.34 3.22
H -1.27 4.49 2.23
C 0.71 -0.55 4.81
C 2.10 -0.37 4.21
C 2.70 -1.55 3.46
N 3.97 -1.33 2.63
C 3.58 -0.54 1.35
C 4.39 -2.88 2.32
C 5.50 -3.13 3.29
C 6.08 -1.87 3.99
C 5.14 -0.73 3.49
H 0.22 0.37 5.12
H 0.91 -1.14 5.70
H -0.04 -1.07 4.21
H 2.68 -0.10 5.08
H 2.08 0.51 3.56
H 2.05 -1.99 2.71
H 2.93 -2.28 4.23
H 4.47 -0.18 0.84
H 3.02 0.37 1.60
H 2.99 -1.17 0.70
H 4.76 -2.77 1.30
H 3.53 -3.55 2.24
H 6.24 -3.63 2.67
H 5.23 -3.84 4.07
H 7.04 -1.55 3.58
H 6.20 -1.88 5.07
H 5.64 -0.05 2.81
H 4.79 -0.11 4.32
Cl 3.79 1.27 -2.05
Cl -0.70 1.46 -3.45
Cl -0.62 -1.80 0.36
Cl 3.58 -2.67 -2.06
*
```

The LUMO energy (spin up / spin down) is -2.0 / -5.4 eV. As for the HOMO-LUMO gap (spin up / spin down): 7.549 / 4.086 eV.

Atomic partial charges in e from the Mulliken method, atoms 1 to 6: atom 1 (N): 0.46, atom 2 (H): -0.21, atom 3 (H): 0.30, atom 4 (H): -0.02, atom 5 (H): -0.08, atom 6 (C): -1.34

# 4
Formula: C3H5NO2
Source: the OMol25 dataset
Level of theory: wB97M-V/def2-TZVPD

Structure (ORCA input):
```
! wB97M-V def2-TZVPD RIJCOSX def2/J DEFGRID3
* xyz 0 1
C -0.96 1.35 0.34
N 0.31 -0.26 -0.29
C -0.04 -0.89 0.80
O -0.85 -0.31 1.55
C 1.19 -0.78 -1.22
O 1.52 -0.21 -2.23
H -1.06 1.47 -0.73
H -0.15 1.91 0.78
H -1.90 1.39 0.88
H 0.36 -1.88 1.08
H 1.58 -1.79 -0.97
*
```

The value obtained for the relative energy (zero: lowest compared OMol25 entry of this formula, charge and spin) is 355.7 kJ/mol. The LUMO energy is -0.4 eV. As for the HOMO-LUMO gap: 9.479 eV.

Atomic partial charges in e from the Mulliken method, atoms 1 to 6: atom 1 (C): -0.36, atom 2 (N): -0.26, atom 3 (C): 0.13, atom 4 (O): -0.53, atom 5 (C): 0.16, atom 6 (O): -0.52

# 5
Formula: C3H4O3
Source: the OMol25 dataset
Level of theory: wB97M-V/def2-TZVPD

Structure (ORCA input):
```
! wB97M-V def2-TZVPD RIJCOSX def2/J DEFGRID3
* xyz 0 1
O 0.28 1.13 -0.05
C 1.25 0.15 -0.13
C 1.05 -1.14 0.10
O -1.74 0.89 -0.85
C -0.98 0.74 0.24
O -1.37 0.35 1.31
H 2.19 0.59 -0.44
H 1.86 -1.85 -0.05
H 0.10 -1.53 0.45
H -2.64 0.67 -0.58
*
```

The value obtained for the relative energy (zero: lowest compared OMol25 entry of this formula, charge and spin) is 98.2 kJ/mol. The LUMO energy is 0.7 eV. As for the HOMO-LUMO gap: 10.420 eV. As for the SMILES: C=COC(=O)O.

Atomic partial charges in e from the Mulliken method, atoms 1 to 6: atom 1 (O): -0.31, atom 2 (C): 0.09, atom 3 (C): -0.71, atom 4 (O): -0.43, atom 5 (C): 0.63, atom 6 (O): -0.49

# 6
Formula: C2H6O3
Source: the OMol25 dataset
Level of theory: wB97M-V/def2-TZVPD

Structure (ORCA input):
```
! wB97M-V def2-TZVPD RIJCOSX def2/J DEFGRID3
* xyz 0 1
C 0.42 0.21 -0.45
C 0.27 1.38 -1.06
O -0.60 0.49 1.91
H 0.24 0.09 2.20
H 1.37 -0.28 -0.29
H 1.13 1.89 -1.47
H -0.71 1.84 -1.18
O -0.69 -0.82 -0.37
O -0.08 -2.04 0.09
H -0.29 -2.59 -0.68
H -1.05 -0.17 1.30
*
```

The value obtained for the relative energy (zero: lowest compared OMol25 entry of this formula, charge and spin) is 506.2 kJ/mol. The LUMO energy is 0.7 eV. As for the HOMO-LUMO gap: 10.257 eV. As for the SMILES: C=COO.O.

Atomic partial charges in e from the Mulliken method, atoms 1 to 6: atom 1 (C): 0.10, atom 2 (C): -0.72, atom 3 (O): -0.66, atom 4 (H): 0.31, atom 5 (H): 0.40, atom 6 (H): 0.25